Here is a molecular structure, C71H66CsN3O3P2S6Si from the OMol25 dataset. Energies are from the ωB97M-V functional and the def2-TZVPD basis.

Each line ends with the Löwdin charge.
Positions of all 153 atoms, in Å:
Cs  1.71868  -0.85664  0.97835  0.72
O  0.13223  0.24980  2.66370  -0.84
S  -1.01632  0.99273  2.05655  0.88
C  -1.41480  2.26610  3.28131  -0.27
C  -2.72767  2.49374  3.61120  -0.07
C  -3.11973  3.35508  4.66202  -0.02
C  -2.13980  3.92697  5.41369  -0.16
C  -2.21348  4.78903  6.65189  -0.11
C  -0.73779  5.13369  6.98602  -0.11
C  0.07341  4.41571  5.93393  -0.16
C  1.41653  4.35823  5.71681  -0.01
C  1.87422  3.68959  4.56076  -0.07
C  1.05145  3.04377  3.66209  -0.29
P  1.75229  2.59751  2.00784  1.09
C  3.50220  2.27704  2.48064  -0.38
C  4.57600  2.99802  1.95885  -0.09
C  5.86843  2.72161  2.37857  -0.09
C  6.10300  1.72576  3.31558  -0.10
C  5.04258  0.98710  3.81513  -0.13
C  3.74685  1.25710  3.40141  -0.15
C  1.82830  4.27811  1.26608  -0.34
C  1.27538  5.42870  1.82192  -0.08
C  1.29833  6.63315  1.13015  -0.10
C  1.88027  6.71229  -0.12533  -0.10
C  2.42881  5.57096  -0.69607  -0.08
C  2.38866  4.36810  -0.01170  -0.14
C  -0.35426  2.97624  3.94933  -0.12
C  -0.79014  3.73188  5.05333  -0.09
C  -2.40482  -0.13473  2.36125  -0.33
C  -2.34074  -0.72063  3.60418  -0.05
C  -3.31306  -1.61803  4.08244  0.01
C  -4.37456  -1.89345  3.27155  -0.15
C  -5.56301  -2.80062  3.47661  -0.10
C  -6.38616  -2.67832  2.16779  -0.11
C  -5.56484  -1.77100  1.28083  -0.17
C  -5.75133  -1.36376  -0.00723  -0.03
C  -4.74851  -0.55857  -0.59649  -0.08
C  -3.61173  -0.14077  0.05874  -0.31
P  -2.23514  0.64845  -0.88593  1.10
C  -2.14658  -0.24411  -2.48248  -0.36
C  -3.05867  -0.15545  -3.53968  -0.13
C  -2.82728  -0.83570  -4.72280  -0.11
C  -1.67805  -1.61018  -4.87073  -0.09
C  -0.75720  -1.69192  -3.84071  -0.06
C  -0.99374  -1.00641  -2.65367  -0.11
C  -3.03396  2.23271  -1.34766  -0.34
C  -3.80291  2.92294  -0.40891  -0.09
C  -4.28808  4.19358  -0.67630  -0.10
C  -4.01539  4.80271  -1.89299  -0.11
C  -3.24669  4.13102  -2.83281  -0.08
C  -2.75628  2.86213  -2.56250  -0.10
C  -3.44763  -0.47198  1.44513  -0.19
C  -4.42932  -1.32312  1.98612  -0.10
H  -3.50095  1.94431  3.09097  0.10
H  -4.17173  3.48837  4.88245  0.11
H  -2.69001  4.24348  7.46905  0.11
H  -2.81133  5.68567  6.47809  0.11
H  -0.46488  4.80788  7.99130  0.11
H  -0.55948  6.21021  6.94183  0.11
H  2.12934  4.84910  6.36843  0.11
H  2.93338  3.73056  4.33891  0.11
H  4.41477  3.78829  1.24108  0.08
H  6.69518  3.28424  1.96134  0.10
H  7.11416  1.48977  3.62097  0.10
H  5.21719  0.16777  4.49725  0.10
H  2.92752  0.66717  3.80601  0.11
H  0.81496  5.39695  2.80148  0.09
H  0.85604  7.51438  1.58028  0.09
H  1.89820  7.65286  -0.66196  0.09
H  2.87116  5.60439  -1.68387  0.10
H  2.79171  3.48081  -0.48905  0.10
H  -1.48528  -0.48811  4.22667  0.12
H  -3.19555  -2.06814  5.05938  0.12
H  -6.14217  -2.50686  4.35399  0.11
H  -5.23000  -3.82675  3.64229  0.12
H  -7.37446  -2.25097  2.35188  0.11
H  -6.54226  -3.65104  1.69771  0.11
H  -6.61269  -1.66901  -0.59056  0.11
H  -4.86364  -0.29471  -1.63830  0.09
H  -3.93045  0.48388  -3.45649  0.10
H  -3.53092  -0.74533  -5.54259  0.10
H  -1.48439  -2.11846  -5.80828  0.10
H  0.17473  -2.23041  -3.96112  0.11
H  -0.23820  -1.01666  -1.87816  0.08
H  -4.02884  2.46133  0.54547  0.09
H  -4.87735  4.71044  0.07191  0.10
H  -4.39183  5.79629  -2.10331  0.09
H  -3.01477  4.59764  -3.78242  0.10
H  -2.13798  2.36469  -3.30088  0.08
C  0.28229  1.97178  -4.86296  -0.17
Si  1.56329  1.66128  -3.48287  0.35
C  2.99022  2.86269  -3.83841  -0.19
C  0.71716  2.28082  -1.91834  -0.17
N  2.00517  0.06194  -3.22623  -0.03
C  2.57339  -0.78993  -4.08828  -0.35
C  2.88940  -0.52936  -5.44959  -0.06
C  3.46854  -1.46695  -6.29153  -0.15
C  3.77235  -2.74364  -5.83877  -0.15
C  3.48098  -3.05484  -4.50885  -0.05
C  2.92404  -2.11728  -3.66952  -0.24
O  2.57305  -2.44426  -2.37163  -0.02
C  3.42493  -3.27062  -1.66777  -0.29
C  2.84757  -4.29557  -0.93406  -0.03
C  3.64412  -5.11669  -0.14977  -0.10
C  5.01520  -4.92569  -0.11828  -0.11
C  5.58139  -3.88854  -0.84850  -0.09
C  4.79418  -3.05326  -1.62416  -0.03
H  -0.12837  2.98616  -4.79475  0.01
H  -0.54270  1.25727  -4.76910  0.00
H  0.70390  1.84952  -5.86221  0.01
H  2.62731  3.89538  -3.88970  0.01
H  3.49094  2.63053  -4.78173  0.01
H  3.74359  2.79976  -3.04873  0.02
H  0.63290  3.36706  -1.85293  0.03
H  1.22420  1.90783  -1.02296  0.00
H  -0.29153  1.87128  -1.89102  -0.04
H  2.66970  0.45983  -5.83814  0.07
H  3.68785  -1.18776  -7.31761  0.08
H  4.22637  -3.48137  -6.48837  0.07
H  3.70768  -4.03764  -4.10935  0.11
H  1.77092  -4.39873  -0.92586  0.08
H  3.18187  -5.86422  0.48175  0.10
H  5.63324  -5.53695  0.52721  0.10
H  6.64289  -3.69135  -0.76593  0.10
H  5.21963  -2.21515  -2.16011  0.13
O  6.64126  -6.11480  4.27339  -0.15
C  5.88574  -5.28329  3.80004  -1.09
S  4.13877  -5.44575  3.72410  0.87
C  3.75075  -3.90492  2.94443  -1.24
C  4.81142  -3.12039  2.63839  -1.21
S  4.84407  -1.56461  1.85164  0.34
S  6.39650  -3.75560  3.09949  0.87
S  2.05643  -3.62545  2.63585  0.23
C  -0.04914  -6.51731  -2.19886  -0.07
C  -1.11531  -5.50123  -2.57724  -0.24
N  -0.94564  -4.28794  -1.79385  0.01
C  -1.86436  -3.72077  -0.98556  -0.85
S  -1.39291  -2.89231  0.37687  0.71
N  -3.18510  -3.84624  -1.32713  0.01
C  -3.67128  -3.71303  -2.69918  -0.25
C  -4.82168  -4.66361  -2.97666  -0.09
H  -0.18145  -7.44066  -2.76444  0.07
H  -0.09757  -6.74639  -1.13397  0.09
H  0.94837  -6.12971  -2.41422  0.07
H  -2.11235  -5.89819  -2.37998  0.10
H  -1.05481  -5.27520  -3.64826  0.11
H  -0.00368  -4.10033  -1.47996  0.08
H  -3.76778  -3.38298  -0.64263  0.09
H  -2.84636  -3.88273  -3.38468  0.09
H  -3.98555  -2.67880  -2.86417  0.10
H  -4.50866  -5.70214  -2.85826  0.06
H  -5.19778  -4.52540  -3.99189  0.07
H  -5.64673  -4.48378  -2.28370  0.06

Output
F_max (eV/A): 2.16
E (hartree): -6516.7687
Total charge: -2
Highest occupied orbital energy (eV): -0.35
Relative energy (zero: lowest compared OMol25 entry of this formula, charge and spin) (kcal/mol): 22.8
Kohn-Sham gap (eV): 3.340

Here is a molecular structure, C71H70N3O20PS2 from the OMol25 dataset. Energies are from the ωB97M-V functional and the def2-TZVPD basis.

Each line ends with the Löwdin charge.
Positions of all 167 atoms, in Å:
C  -4.29897  -0.75516  6.34071  -0.12
O  -4.59511  -0.48412  4.96890  -0.21
C  -5.93870  -0.88623  4.66552  -0.25
C  -5.99513  -1.50817  3.23890  -0.17
C  -5.03304  -2.73427  2.99578  -0.19
C  -4.63093  -3.54009  4.28257  -0.19
C  -4.33740  -5.06383  3.92020  -0.21
C  -2.81031  -5.40472  3.86271  -0.22
C  -2.09813  -4.89039  2.53918  -0.19
C  -0.92741  -5.85760  2.14457  -0.20
C  0.27592  -5.16530  1.40478  -0.21
C  -0.10077  -4.40499  0.08869  -0.19
C  1.05164  -3.41883  -0.40827  -0.17
C  0.51456  -1.93603  -0.30745  -0.14
C  1.57739  -0.86393  0.03276  -0.08
C  2.40238  -0.83765  1.18404  -0.13
C  2.28524  -1.99453  2.20141  -0.07
C  2.11307  -1.54583  3.69016  -0.43
O  1.68569  -0.46906  3.99822  0.10
N  2.51889  -2.50935  4.72363  -0.15
C  2.07458  -3.87743  4.38794  -0.12
C  3.99752  -2.56215  4.85050  -0.09
C  3.37196  0.29898  1.37021  -0.45
S  4.49457  0.37125  2.81341  0.80
C  3.49700  1.39663  0.46638  -0.29
P  4.67695  2.80872  0.79553  0.88
O  6.25376  2.27964  1.05553  -0.33
O  4.76288  3.85877  -0.51804  -0.33
C  2.66195  1.43389  -0.77203  -0.34
N  2.61588  2.34046  -1.76383  -0.24
S  1.49048  1.78364  -2.84639  1.01
N  1.02473  0.41203  -2.07318  -0.23
C  1.72948  0.26859  -0.92212  -0.24
H  -5.09884  -0.34864  7.00506  0.09
H  -4.25233  -1.85851  6.51386  0.08
H  -3.30895  -0.31066  6.59684  0.10
H  -6.37265  -1.54282  5.45930  0.11
H  -6.55989  0.05265  4.67192  0.13
H  -7.05352  -1.73969  2.95744  0.11
H  -5.67613  -0.70257  2.52827  0.09
H  -4.09005  -2.34096  2.54714  0.10
H  -5.51281  -3.44814  2.28571  0.10
H  -5.42728  -3.50202  5.06677  0.10
H  -3.69945  -3.11557  4.72145  0.10
H  -4.83630  -5.33797  2.95644  0.10
H  -4.84739  -5.65732  4.72423  0.10
H  -2.73108  -6.51984  3.96027  0.10
H  -2.34004  -4.98032  4.78355  0.11
H  -2.88464  -4.93980  1.74687  0.11
H  -1.76392  -3.84450  2.75163  0.12
H  -0.51658  -6.27162  3.10666  0.08
H  -1.28593  -6.74607  1.57029  0.12
H  0.80798  -4.54985  2.16301  0.06
H  0.97808  -5.99722  1.12341  0.12
H  -0.27183  -5.19452  -0.69023  0.11
H  -1.07808  -3.88327  0.21163  0.10
H  1.99533  -3.60698  0.14516  0.10
H  1.18065  -3.65342  -1.49226  0.11
H  -0.37280  -1.85415  0.37423  0.12
H  0.11258  -1.68207  -1.32146  0.11
H  1.35966  -2.57081  1.94317  0.10
H  3.12289  -2.73312  2.12766  0.13
H  0.97238  -3.96307  4.25265  0.09
H  2.61577  -4.33331  3.51189  0.08
H  2.35510  -4.52100  5.26278  0.09
H  4.52483  -1.77564  4.26946  0.02
H  4.29187  -2.43297  5.92192  0.09
H  4.39942  -3.54920  4.49732  0.09
H  5.56898  -0.38364  2.39030  -0.08
H  6.32206  1.31315  1.10423  0.01
H  5.61447  4.32576  -0.41296  0.05
C  -2.20329  1.28594  -6.25635  0.04
C  -2.65976  1.78883  -7.40092  0.03
C  -1.73535  2.31603  -8.42994  -0.37
O  -2.15185  2.77762  -9.47572  0.09
C  -0.28315  2.26057  -8.13816  0.03
C  0.17193  1.75731  -6.99200  0.02
C  -0.75413  1.23153  -5.96378  -0.37
O  -0.34608  0.76854  -4.91371  0.03
H  -2.86163  0.89578  -5.49182  0.10
H  -3.71732  1.83524  -7.62901  0.09
H  0.37930  2.64871  -8.90099  0.11
H  1.22809  1.71001  -6.76245  0.10
C  -0.05801  -10.44410  5.90754  0.02
C  -0.59968  -9.28625  5.53517  0.03
C  0.20390  -8.04353  5.48478  -0.37
O  -0.29077  -6.98680  5.14680  0.08
C  1.63288  -8.13749  5.86256  0.03
C  2.17521  -9.29485  6.23501  0.02
C  1.37156  -10.53878  6.28564  -0.39
O  1.86515  -11.59393  6.62287  0.11
H  -0.62970  -11.36241  5.95110  0.12
H  -1.64197  -9.19875  5.25496  0.12
H  2.20424  -7.21877  5.81885  0.11
H  3.21742  -9.38184  6.51513  0.12
C  6.40854  2.63399  -8.61408  0.03
C  5.14569  2.63699  -9.03728  0.03
C  4.01686  2.63332  -8.07923  -0.37
O  2.86216  2.63350  -8.45692  0.09
C  4.34368  2.62776  -6.63852  0.02
C  5.60250  2.62459  -6.21411  0.02
C  6.73568  2.62847  -7.16781  -0.38
O  7.88500  2.62789  -6.78164  0.11
H  7.24766  2.63598  -9.29804  0.12
H  4.88735  2.64170  -10.08871  0.12
H  3.50411  2.62636  -5.95402  0.11
H  5.85575  2.62032  -5.16133  0.12
C  -8.20489  1.92727  -8.95324  0.02
C  -8.66114  2.43028  -10.09818  0.02
C  -7.73577  2.95838  -11.12861  -0.39
O  -8.15165  3.41858  -12.17122  0.11
C  -6.28468  2.90326  -10.83585  0.03
C  -5.82915  2.40009  -9.69063  0.03
C  -6.75361  1.87260  -8.66148  -0.38
O  -6.33793  1.41115  -7.61629  0.10
H  -8.86546  1.53777  -8.18886  0.12
H  -9.71798  2.47763  -10.32873  0.12
H  -5.62330  3.29247  -11.59947  0.13
H  -4.77151  2.35346  -9.46190  0.09
C  -6.56091  -0.28047  -3.10175  0.03
C  -7.33510  -0.50685  -2.04099  0.02
C  -6.75742  -0.61451  -0.67979  -0.38
O  -7.44991  -0.82585  0.29255  0.11
C  -5.29164  -0.45845  -0.54453  0.03
C  -4.52017  -0.23282  -1.60213  0.03
C  -5.09339  -0.12608  -2.96112  -0.38
O  -4.38039  0.07831  -3.91966  0.10
H  -6.96088  -0.20016  -4.10494  0.12
H  -8.40852  -0.62327  -2.12152  0.12
H  -4.88890  -0.54016  0.45711  0.11
H  -3.44611  -0.11825  -1.52119  0.12
C  1.62460  2.04463  9.15685  0.02
C  2.74260  2.76722  9.16079  0.02
C  3.60243  2.85984  7.95719  -0.39
O  4.62317  3.51770  7.96249  0.10
C  3.16957  2.11956  6.75026  0.02
C  2.05089  1.39588  6.74485  0.03
C  1.19121  1.30332  7.94844  -0.38
O  0.17039  0.64677  7.94687  0.10
H  0.98468  1.96488  10.02675  0.12
H  3.07391  3.31543  10.03386  0.12
H  3.80980  2.19963  5.88022  0.12
H  1.72030  0.84736  5.87076  0.10
C  1.51130  5.76747  2.89656  0.03
C  1.65185  7.07658  3.09346  0.02
C  2.03470  7.98364  1.98608  -0.38
O  2.16470  9.17657  2.16580  0.11
C  2.25345  7.37798  0.65141  0.02
C  2.11230  6.06807  0.45536  0.02
C  1.72965  5.16258  1.56252  -0.39
O  1.60023  3.96982  1.38330  0.08
H  1.23325  5.08915  3.69343  0.12
H  1.49554  7.53593  4.06138  0.12
H  2.53255  8.05586  -0.14536  0.11
H  2.26869  5.60638  -0.51212  0.11
C  5.04934  5.95097  -3.65149  0.03
C  4.82802  6.57284  -2.49741  0.02
C  5.18973  7.99742  -2.31088  -0.38
O  4.98988  8.56487  -1.25682  0.11
C  5.80410  8.70317  -3.46028  0.02
C  6.02460  8.07992  -4.61605  0.02
C  5.66396  6.65517  -4.79987  -0.38
O  5.86129  6.08282  -5.85089  0.10
H  4.79179  4.91008  -3.80448  0.12
H  4.37854  6.07127  -1.64870  0.09
H  6.06035  9.74371  -3.30610  0.12
H  6.47290  8.57843  -5.46620  0.12

Output
F_max (eV/A): 3.32
E (hartree): -5553.9278
Total charge: 0
Highest occupied orbital energy (eV): -7.78
Kohn-Sham gap (eV): 5.976